2 unconnected molecules or ions with the total composition C5H14NO2, computed with ωB97M-V with the def2-TZVPD basis set.

Computed properties:
- orbital gap (eV) = 10.195
- electronic energy (eV) = -10989.25130
- largest force on an atom (eV/A) = 2.95
- net charge = +1

Last column: natural (NBO) charge in e.
Cartesian coordinates (Å):
C1 -0.99 -1.23 -0.11  -0.06
O1 -0.64 -2.14 -1.09  -0.74
C2 0.31 -0.29 0.14  -0.03
C3 0.35 0.60 1.34  -0.47
C4 -0.76 1.59 1.65  -0.20
C5 -0.59 2.89 1.51  -0.34
N1 1.57 -1.24 0.27  -0.70
H1 -1.75 -0.53 -0.41  0.21
H2 -1.19 -1.87 0.72  0.20
H3 -0.55 -1.85 -2.01  0.49
H4 0.44 0.18 -0.81  0.24
H5 1.34 1.07 1.40  0.23
H6 0.34 -0.12 2.20  0.21
H7 -1.68 1.10 1.98  0.22
H8 0.39 3.28 1.19  0.19
H9 -1.12 3.77 1.90  0.23
H10 2.08 -1.11 1.14  0.44
H11 1.24 -2.22 0.28  0.45
H12 2.24 -1.19 -0.50  0.45
H13 -0.24 -1.01 -3.56  0.46
H14 -0.56 0.44 -3.96  0.50
O2 -0.22 -0.10 -3.25  -0.96



A molecular structure, C22H44Br4NiO10S4, computed with ωB97M-V with the def2-TZVPD basis set.

Computed properties:
- orbital gap (alpha / beta) (eV) = 8.150 / 7.601
- electronic energy (eV) = -408549.77470
- largest force on an atom (eV/A) = 4.16
- net charge = 0
- 2S+1 = 3

Last column: Mulliken spin population.
Cartesian coordinates (Å):
Ni1 -1.87 -0.56 2.44  1.78
O1 0.27 -0.62 2.22  0.16
C1 0.37 0.08 0.94  -0.01
C2 -0.84 0.31 -0.08  -0.02
O2 -2.09 -0.16 0.42  0.08
H1 1.12 -0.47 0.36  0.01
H2 0.85 1.06 0.96  0.00
H3 -0.66 -0.18 -1.03  0.01
H4 -0.78 1.39 -0.23  -0.02
C3 2.14 4.39 -3.19  0.00
C4 1.61 5.82 -3.51  0.00
C5 0.21 6.07 -3.07  0.00
S1 -0.39 4.55 -2.32  0.00
O3 -0.95 3.68 -3.36  0.00
O4 -0.89 4.87 -0.98  0.00
C6 1.33 3.78 -2.04  0.00
H5 3.21 4.25 -3.05  0.00
H6 1.89 3.73 -4.03  0.00
H7 1.78 5.59 -4.56  0.00
H8 2.36 6.45 -3.04  0.00
H9 -0.58 6.32 -3.77  0.00
H10 0.22 6.72 -2.19  0.00
H11 1.23 2.70 -1.96  0.00
H12 1.84 4.07 -1.12  0.00
C7 1.86 -1.91 -4.90  0.00
C8 0.76 -0.80 -4.73  0.00
C9 1.19 -0.01 -3.53  0.00
S2 2.98 0.16 -3.56  0.00
O5 3.61 -0.35 -2.36  0.00
O6 3.28 1.44 -4.19  0.00
C10 3.11 -1.05 -4.86  0.00
H13 1.77 -2.49 -5.82  0.00
H14 1.88 -2.52 -3.99  0.00
H15 -0.23 -1.24 -4.64  0.00
H16 0.78 -0.12 -5.58  0.00
H17 1.12 -0.73 -2.72  0.00
H18 0.62 0.86 -3.21  0.00
H19 4.14 -1.42 -4.86  0.00
H20 3.15 -0.50 -5.80  0.00
C11 -0.49 -3.75 -0.80  0.00
C12 -1.65 -4.70 -0.83  0.00
C13 -2.51 -4.37 0.37  0.00
S3 -1.36 -3.91 1.72  0.01
O7 -1.03 -5.10 2.51  0.00
O8 -1.83 -2.67 2.31  0.00
C14 0.09 -3.73 0.64  0.00
H21 -1.04 -2.81 -0.85  0.00
H22 0.29 -3.87 -1.55  0.00
H23 -1.35 -5.75 -0.90  0.00
H24 -2.12 -4.51 -1.80  0.00
H25 -3.13 -5.23 0.64  0.00
H26 -3.01 -3.43 0.15  0.00
H27 0.62 -4.64 0.90  0.00
H28 0.74 -2.86 0.75  0.00
C15 0.80 -2.79 6.08  0.00
C16 -0.57 -3.32 6.23  0.00
C17 -1.43 -2.08 6.73  0.00
S4 -0.85 -0.60 5.82  0.00
O9 -0.96 0.62 6.65  0.00
O10 -1.57 -0.68 4.50  -0.01
C18 0.87 -1.36 5.58  0.00
H29 1.50 -3.38 5.50  0.00
H30 1.47 -2.75 6.94  0.00
H31 -0.76 -4.28 6.70  0.00
H32 -0.76 -3.55 5.19  0.00
H33 -1.30 -1.91 7.79  0.00
H34 -2.48 -2.34 6.58  0.00
H35 1.57 -0.64 5.99  0.00
H36 1.13 -1.34 4.53  0.00
Br1 0.15 3.61 2.18  0.00
C19 0.48 2.45 3.74  -0.01
C20 1.91 2.04 3.65  0.00
Br2 2.84 1.90 5.42  0.00
H37 -0.21 1.61 3.62  0.01
H38 0.29 3.00 4.67  0.00
H39 2.49 2.76 3.07  0.00
H40 2.12 1.12 3.11  0.00
Br3 -4.36 2.87 -1.16  0.00
C21 -3.49 2.07 -2.75  0.00
C22 -4.05 0.58 -2.89  0.00
Br4 -3.39 -0.28 -4.58  0.00
H41 -2.42 1.90 -2.59  0.00
H42 -3.80 2.53 -3.68  0.00
H43 -5.13 0.48 -2.82  0.00
H44 -3.70 -0.08 -2.10  0.00



A molecular structure, C15H31BaF6N2O17P2, computed with ωB97M-V with the def2-TZVPD basis set.

Computed properties:
- orbital gap (eV) = 3.443
- electronic energy (eV) = -89408.31689
- largest force on an atom (eV/A) = 6.77
- net charge = +1

Last column: Löwdin charge in e.
Cartesian coordinates (Å):
Ba1 1.86 1.68 -5.29  1.88
N1 1.43 0.60 -0.54  -0.71
O1 2.47 0.84 -1.13  -0.11
O2 0.46 0.34 -1.24  -0.09
O3 1.47 0.72 0.65  0.01
C1 6.45 1.98 1.90  0.04
N2 7.88 2.36 2.04  -0.43
O4 8.41 2.21 3.12  0.08
O5 8.49 2.60 0.97  0.02
H1 6.10 1.73 2.90  0.10
H2 6.22 1.15 1.23  0.10
H3 5.99 2.89 1.50  0.10
C2 -1.14 5.41 -0.21  -0.10
O6 -0.49 6.67 -0.41  -0.21
P1 0.88 6.76 -1.30  0.50
O7 1.08 5.65 -2.26  -0.29
O8 2.14 6.88 -0.20  -0.24
C3 3.48 6.81 -0.70  -0.11
O9 0.77 8.22 -2.00  -0.22
C4 1.01 9.42 -1.22  -0.09
H4 -2.23 5.45 -0.15  0.09
H5 -0.74 4.98 0.71  0.10
H6 -1.02 4.68 -1.01  0.07
H7 4.22 6.66 0.09  0.09
H8 3.62 7.77 -1.21  0.08
H9 3.70 6.05 -1.45  0.08
H10 0.64 9.36 -0.20  0.09
H11 0.44 10.24 -1.66  0.09
H12 2.04 9.74 -1.10  0.08
C5 0.50 -4.88 -2.95  -0.11
O10 1.72 -5.49 -3.19  -0.25
P2 2.89 -4.91 -4.14  0.48
O11 3.06 -3.40 -4.18  -0.28
O12 4.17 -5.86 -3.78  -0.21
C6 4.72 -5.56 -2.43  -0.08
O13 2.40 -5.60 -5.53  -0.23
C7 1.94 -6.95 -5.55  -0.11
H13 -0.30 -5.61 -2.94  0.10
H14 0.25 -4.16 -3.73  0.08
H15 0.53 -4.33 -2.01  0.10
H16 5.75 -5.21 -2.49  0.08
H17 4.90 -6.45 -1.83  0.09
H18 4.18 -4.80 -1.86  0.08
H19 0.89 -6.90 -5.83  0.08
H20 1.91 -7.42 -4.56  0.09
H21 2.26 -7.63 -6.34  0.09
C8 -0.03 -3.64 4.29  -0.07
C9 -0.70 -2.36 4.71  -0.18
O14 -1.92 -2.65 5.42  0.02
C10 -1.89 -2.93 6.71  -0.31
O15 -0.89 -2.61 7.45  0.08
C11 -3.26 -3.23 7.34  -0.53
F1 -3.10 -3.89 8.49  0.17
F2 -3.91 -2.08 7.62  0.16
F3 -4.05 -3.88 6.47  0.16
H22 0.84 -3.42 3.67  0.08
H23 -0.66 -4.35 3.74  0.08
H24 0.34 -4.26 5.10  0.08
H25 -0.81 -1.72 3.83  0.13
H26 -0.16 -1.72 5.41  0.12
C12 -5.39 -0.92 0.34  -0.06
C13 -5.76 -0.91 -1.17  -0.23
O16 -6.70 0.07 -1.40  0.01
C14 -7.95 -0.07 -0.88  -0.28
O17 -8.42 -1.10 -0.37  0.14
C15 -8.83 1.26 -1.11  -0.56
F4 -10.04 0.96 -1.53  0.19
F5 -9.04 1.90 0.10  0.12
F6 -8.30 2.12 -1.90  0.21
H27 -4.59 -1.61 0.60  0.08
H28 -6.22 -1.05 1.04  0.08
H29 -4.98 0.07 0.58  0.08
H30 -6.14 -1.91 -1.34  0.12
H31 -4.81 -0.78 -1.70  0.12



A molecular structure, CH3Cl2FSi, computed with ωB97M-V with the def2-TZVPD basis set.

Computed properties:
- orbital gap (eV) = 9.753
- electronic energy (eV) = -36726.47579
- largest force on an atom (eV/A) = 4.20
- net charge = 0

Last column: natural (NBO) charge in e.
Cartesian coordinates (Å):
C1 -1.05 0.11 0.76  -0.13
F1 -2.03 -0.60 0.16  -0.37
Si1 0.93 0.13 -0.77  1.06
Cl1 0.81 -1.81 -1.32  -0.36
Cl2 2.43 0.35 0.56  -0.36
H1 -1.37 1.15 0.83  0.16
H2 -0.77 -0.32 1.71  0.17
H3 1.06 1.00 -1.91  -0.16



15 unconnected molecules or ions with the total composition C6H39NO14, computed with ωB97M-V with the def2-TZVPD basis set.

Computed properties:
- orbital gap (eV) = 7.983
- electronic energy (eV) = -37008.22440
- largest force on an atom (eV/A) = 2.79
- net charge = 0

Last column: natural (NBO) charge in e.
Cartesian coordinates (Å):
C1 -2.04 -0.88 -1.03  -0.67
C2 -1.01 -0.23 -0.14  -0.07
C3 -1.24 0.99 0.35  -0.01
N1 -2.42 1.73 0.15  -0.87
C4 0.06 -1.13 0.47  -0.49
C5 -0.53 -2.28 1.23  -0.21
C6 -0.23 -2.44 2.53  -0.38
H1 -2.73 -0.26 -1.57  0.21
H2 -1.43 -1.45 -1.78  0.22
H3 -2.71 -1.67 -0.69  0.23
H4 -0.57 1.52 1.07  0.19
H5 -2.96 1.57 -0.69  0.39
H6 -2.33 2.76 0.14  0.38
H7 0.89 -0.67 1.06  0.23
H8 0.60 -1.32 -0.46  0.22
H9 -1.19 -2.99 0.76  0.21
H10 -0.72 -3.25 3.08  0.21
H11 0.50 -1.83 3.05  0.20
H12 3.48 0.46 -3.93  0.50
H13 2.00 0.80 -3.42  0.49
O1 2.53 0.33 -4.07  -0.95
H14 1.64 -1.06 -3.61  0.50
H15 0.66 -1.66 -4.62  0.48
O2 0.83 -1.62 -3.66  -1.00
H16 1.58 1.51 -0.07  0.51
H17 1.29 2.03 -1.64  0.50
O3 1.00 1.88 -0.74  -0.98
H18 3.75 1.24 -0.41  0.48
H19 4.62 1.25 -1.66  0.47
O4 3.76 0.97 -1.34  -0.94
H20 -3.56 1.01 3.55  0.48
H21 -3.19 0.79 2.04  0.50
O5 -3.19 0.37 2.93  -0.98
H22 1.58 2.29 1.45  0.50
H23 1.91 1.49 2.84  0.53
O6 2.01 1.53 1.86  -1.02
H24 -0.68 -0.10 -3.27  0.52
H25 -0.83 1.34 -2.45  0.49
O7 -1.00 0.79 -3.23  -1.00
H26 -0.56 4.58 0.22  0.48
H27 0.13 3.19 -0.12  0.50
O8 -0.07 3.83 0.60  -1.00
H28 0.15 0.45 4.47  0.49
H29 -0.30 0.65 3.00  0.51
O9 0.41 0.83 3.63  -0.98
H30 3.06 0.16 1.12  0.47
H31 3.05 -1.38 1.10  0.49
O10 3.41 -0.61 0.64  -0.98
H32 -4.17 0.75 -2.75  0.47
H33 -2.87 1.46 -3.18  0.49
O11 -3.81 1.61 -3.00  -0.96
H34 3.38 -0.11 3.25  0.46
H35 4.46 -1.17 3.08  0.48
O12 3.51 -1.05 3.09  -0.94
H36 0.67 -3.37 -2.65  0.49
H37 0.09 -3.79 -1.34  0.46
O13 0.30 -4.15 -2.20  -0.95
H38 -2.99 -1.90 1.93  0.47
H39 -4.23 -1.51 2.61  0.48
O14 -3.73 -2.30 2.41  -0.95



14 unconnected molecules or ions with the total composition H28O14, computed with ωB97M-V with the def2-TZVPD basis set.

Computed properties:
- orbital gap (eV) = 9.808
- electronic energy (eV) = -29119.34951
- largest force on an atom (eV/A) = 3.70
- net charge = 0

Last column: natural (NBO) charge in e.
Cartesian coordinates (Å):
O1 1.31 2.40 2.27  -0.96
H1 0.89 1.81 1.66  0.48
H2 1.14 1.81 2.99  0.47
O2 2.61 -0.80 -1.38  -0.97
H3 1.93 -0.32 -1.90  0.46
H4 2.65 -0.32 -0.56  0.49
O3 -1.31 -1.97 2.50  -0.97
H5 -0.96 -1.22 2.98  0.44
H6 -0.69 -2.13 1.74  0.49
O4 3.04 -0.44 1.48  -0.94
H7 2.14 -0.36 1.80  0.47
H8 3.39 0.14 2.17  0.47
O5 0.16 -2.63 0.52  -0.98
H9 0.09 -2.36 -0.38  0.51
H10 0.72 -3.44 0.48  0.50
O6 1.68 2.39 -1.19  -0.95
H11 2.14 2.95 -1.83  0.49
H12 1.12 2.94 -0.65  0.49
O7 0.67 0.47 -2.90  -1.01
H13 1.03 1.16 -2.31  0.51
H14 0.54 0.88 -3.75  0.50
O8 -2.80 -2.28 -0.34  -0.92
H15 -3.35 -1.65 -0.80  0.45
H16 -1.91 -2.05 -0.52  0.46
O9 0.15 0.26 0.56  -1.02
H17 -0.34 0.47 -0.23  0.50
H18 0.47 -0.65 0.58  0.50
O10 -1.75 0.86 -1.20  -0.95
H19 -2.14 0.13 -1.63  0.48
H20 -2.51 1.34 -0.86  0.51
O11 -2.80 0.30 1.44  -0.96
H21 -2.60 0.92 2.19  0.47
H22 -2.00 -0.06 1.13  0.49
O12 -0.30 -2.00 -2.05  -0.97
H23 -0.07 -1.15 -2.40  0.50
H24 -1.11 -2.09 -2.63  0.48
O13 -1.73 2.83 -2.94  -0.96
H25 -1.20 3.58 -2.53  0.46
H26 -1.39 2.06 -2.53  0.48
O14 1.03 -0.37 3.39  -0.96
H27 1.70 -0.97 3.53  0.49
H28 0.37 -0.44 4.07  0.49



Question: net charge of number 6 (H28O14)?
Answer: 0



Question: Among the records above, which one has the lowest electronic energy?
Answer: C22H44Br4NiO10S4



Question: Which formula does entry 4 have?
Answer: CH3Cl2FSi